1.
DFT (wB97M-V/def2-TZVPD) results for a structure of composition C15H9Cl5CrNO5S at a distorted geometry.

The energy above the lowest of the compared OMol25 structures with the same formula, charge and spin comes out at 0.0 kcal/mol. The charge is 0. The HOMO energy (alpha / beta) is -8.488 / -8.624 eV. The value obtained for the energy is -4751.58399 Ha. Its expectation value of S² is 3.84. For the frontier orbital gap (alpha / beta), the calculation gives 6.858 / 8.156 eV. The multiplicity is 4.

Geometry as XYZ:
```
37
Properties=species:S:1:pos:R:3:lowdin_spin:R:1
Cr 0.154 -0.372 -0.622 3.02
O 1.311 -0.177 4.232 0.00
C 1.257 0.611 3.143 0.00
O 1.795 0.404 2.067 0.00
C 0.384 1.821 3.388 0.00
O -0.708 2.122 2.498 0.00
C -1.819 1.212 2.600 0.00
C -1.541 -0.173 1.928 0.01
O -1.570 -1.228 2.558 0.01
O -1.255 -0.052 0.644 0.04
H 1.683 -1.042 3.954 0.00
H 0.932 2.726 3.306 0.00
H -0.059 1.585 4.374 0.00
H -2.648 1.754 2.113 0.00
H -2.022 1.073 3.658 0.00
S 2.241 0.009 -1.656 -0.01
C 1.448 1.585 -1.836 0.01
C 1.995 2.743 -2.346 0.00
C 1.201 3.854 -2.413 0.00
C -0.019 3.885 -1.634 0.00
C -0.350 2.724 -0.973 0.00
N 0.324 1.595 -1.122 -0.01
H 2.989 2.681 -2.785 0.00
H 1.519 4.682 -3.026 0.00
H -0.699 4.750 -1.584 0.00
H -1.136 2.697 -0.267 0.00
Cl 1.126 -2.655 0.761 0.00
C 0.277 -3.181 -0.659 0.00
C -0.383 -2.194 -1.422 -0.10
C -1.168 -2.490 -2.503 0.01
Cl -1.770 -1.248 -3.488 0.01
C -1.280 -3.868 -2.887 -0.01
Cl -2.369 -4.285 -4.118 0.00
C -0.497 -4.830 -2.200 0.02
Cl -0.556 -6.440 -2.746 0.01
C 0.278 -4.507 -0.990 -0.01
Cl 0.934 -5.772 0.052 -0.01
```

2.
DFT (wB97M-V/def2-TZVPD) results for a cluster of 2 separate species, C2H3Cl2NO in total at a distorted geometry.

The energy above the lowest of the compared OMol25 structures with the same formula, charge and spin comes out at 125.1 kcal/mol. The charge is 0. The HOMO energy (alpha / beta) is -7.153 / -8.664 eV. The value obtained for the energy is -1128.20763 Ha. For the frontier orbital gap (alpha / beta), the calculation gives 6.190 / 8.661 eV. The multiplicity is 1.

Geometry as XYZ:
```
9
Properties=species:S:1:pos:R:3:nbo_charge:R:1
C 0.373 1.026 0.243 0.75
C 1.312 0.012 -0.248 -0.79
N -1.765 -0.528 0.797 -0.56
O 0.030 2.119 0.476 -0.40
Cl -1.583 -2.062 0.117 0.09
Cl -2.980 0.318 -0.079 0.08
H 1.401 -0.835 0.375 0.28
H 2.384 0.382 -0.513 0.25
H 0.828 -0.432 -1.167 0.29
```

3.
DFT (wB97M-V/def2-TZVPD) results for an isolated molecule of C3H8FN3S.

The energy above the lowest of the compared OMol25 structures with the same formula, charge and spin comes out at 8.6 kcal/mol. The charge is 0. The HOMO energy is -8.663 eV. The value obtained for the energy is -781.36208 Ha. For the frontier orbital gap, the calculation gives 9.416 eV. The multiplicity is 1. Its structure (SMILES) is CN(S)/C(CF)=N\N.

Geometry as XYZ:
```
16
Properties=species:S:1:pos:R:3:nbo_charge:R:1
C -0.183 -1.683 0.655 -0.43
N 0.426 -0.637 -0.173 -0.62
S 2.103 -0.867 -0.465 0.18
C -0.029 0.681 0.077 0.28
C 0.894 1.745 0.597 0.01
F 1.679 2.274 -0.413 -0.36
N -1.234 1.057 -0.176 -0.23
N -2.085 0.125 -0.716 -0.65
H -1.276 -1.480 0.744 0.23
H -0.018 -2.668 0.196 0.21
H 0.220 -1.681 1.670 0.18
H 2.048 -0.848 -1.823 0.12
H 1.574 1.353 1.367 0.17
H 0.293 2.555 1.000 0.19
H -1.585 -0.536 -1.330 0.35
H -2.826 0.610 -1.208 0.37
```

4.
DFT (wB97M-V/def2-TZVPD) results for a cluster of 2 separate species, C15H18O2 in total at a distorted geometry.

The energy above the lowest of the compared OMol25 structures with the same formula, charge and spin comes out at 94.2 kcal/mol. The charge is 0. The HOMO energy is -8.458 eV. The value obtained for the energy is -732.71622 Ha. For the frontier orbital gap, the calculation gives 9.024 eV. The multiplicity is 1. Its structure (SMILES) is CCc1ccc(O)cc1.Cc1ccc(O)cc1.

Geometry as XYZ:
```
35
Properties=species:S:1:pos:R:3:nbo_charge:R:1
C 0.168 -3.472 -3.047 -0.59
C -0.247 -2.018 -2.764 -0.43
C 0.700 -1.257 -1.818 -0.05
C 1.199 -0.012 -1.998 -0.19
C 1.899 0.716 -1.027 -0.32
C 2.260 0.144 0.222 0.30
O 2.758 0.774 1.398 -0.66
C 1.940 -1.284 0.405 -0.25
C 1.193 -1.897 -0.596 -0.20
H 0.754 -3.238 -3.983 0.20
H -0.573 -4.060 -3.301 0.20
H 1.009 -3.846 -2.294 0.21
H -0.147 -1.580 -3.837 0.22
H -1.154 -1.966 -2.206 0.22
H 0.682 0.652 -2.905 0.20
H 1.918 1.769 -1.353 0.22
H 2.865 1.638 1.057 0.47
H 2.106 -1.576 1.445 0.23
H 1.060 -2.891 -0.431 0.20
C -1.585 -1.653 1.998 -0.63
C -1.427 -0.233 1.687 -0.08
C -1.385 0.088 0.348 -0.17
C -1.496 1.407 -0.189 -0.29
C -1.502 2.488 0.787 0.30
O -1.349 3.829 0.550 -0.70
C -1.566 2.134 2.074 -0.27
C -1.592 0.819 2.536 -0.17
H -1.843 -2.094 1.013 0.22
H -2.495 -1.863 2.602 0.22
H -0.690 -2.053 2.565 0.22
H -1.078 -0.692 -0.454 0.21
H -1.248 1.444 -1.240 0.22
H -0.843 4.119 -0.207 0.49
H -1.257 2.885 2.697 0.21
H -1.682 0.707 3.546 0.20
```

5.
DFT (wB97M-V/def2-TZVPD) results for an isolated molecule of C11H15N3Si at a distorted geometry.

The energy above the lowest of the compared OMol25 structures with the same formula, charge and spin comes out at 13.3 kcal/mol. The charge is 0. The HOMO energy is -7.973 eV. The value obtained for the energy is -881.76261 Ha. For the frontier orbital gap, the calculation gives 8.549 eV. The multiplicity is 1. Its structure (SMILES) is C[Si](C)(C)C#CN1C=CCc2nccn21.

Geometry as XYZ:
```
30
Properties=species:S:1:pos:R:3:nbo_charge:R:1
C 3.148 -1.587 1.340 -1.10
Si 2.793 -0.364 -0.067 1.54
C 3.233 -0.821 -1.906 -1.08
C 3.606 1.298 0.583 -1.07
C 1.005 0.089 0.070 -0.48
C -0.041 0.419 0.547 0.16
N -1.371 0.491 0.768 -0.27
C -2.095 1.510 1.367 -0.02
C -3.433 1.704 1.227 -0.24
C -4.330 0.781 0.520 -0.47
C -3.478 -0.062 -0.306 0.32
N -3.956 -0.706 -1.321 -0.45
C -2.882 -1.313 -1.991 -0.09
C -1.703 -0.992 -1.331 -0.10
N -2.092 -0.142 -0.295 -0.18
H 3.804 -2.289 0.827 0.24
H 3.846 -1.180 2.023 0.24
H 2.192 -1.813 1.865 0.26
H 4.248 -1.000 -1.948 0.23
H 2.671 -1.688 -2.236 0.24
H 2.892 -0.153 -2.786 0.26
H 4.739 1.262 0.749 0.24
H 3.110 2.091 0.032 0.24
H 3.109 1.439 1.562 0.23
H -1.456 2.053 2.003 0.22
H -3.912 2.549 1.830 0.23
H -5.180 1.282 -0.129 0.25
H -4.850 0.124 1.341 0.23
H -2.896 -1.834 -2.931 0.21
H -0.721 -1.148 -1.406 0.22
```

6.
DFT (wB97M-V/def2-TZVPD) results for a structure of composition C41H36F5HfNP2S at a distorted geometry.

The charge is 0. The HOMO energy is -6.464 eV. The value obtained for the energy is -3266.78549 Ha. For the frontier orbital gap, the calculation gives 5.412 eV. The multiplicity is 1.

Geometry as XYZ:
```
87
Properties=species:S:1:pos:R:3:mulliken_charge:R:1
Hf 15.560 10.683 12.180 1.48
C 13.840 13.728 11.803 -1.19
P 13.578 12.254 10.685 1.00
C 13.782 13.168 9.166 0.35
C 14.828 12.827 8.297 -0.10
C 15.056 13.576 7.156 -0.56
C 14.207 14.633 6.819 -0.57
C 13.202 15.024 7.714 -0.71
C 12.963 14.271 8.862 -0.59
C 11.800 12.037 10.792 0.53
C 11.077 11.681 9.608 -0.52
C 9.701 11.518 9.639 -0.72
C 9.046 11.694 10.870 -0.39
C 9.725 12.075 12.009 -0.76
C 11.104 12.233 11.975 -0.15
C 15.311 13.891 11.991 0.30
C 15.998 15.088 12.186 -1.22
C 17.356 14.791 11.949 -1.32
C 17.415 13.447 11.547 -0.02
C 18.631 12.824 11.010 -1.21
P 18.261 11.064 10.480 0.57
C 19.900 10.492 10.110 0.52
C 20.175 10.207 8.771 -0.56
C 21.435 9.731 8.380 -0.49
C 22.427 9.530 9.331 -0.49
C 22.216 9.949 10.628 -0.63
C 20.973 10.398 11.042 -0.26
C 17.847 10.252 12.025 0.30
C 17.609 8.743 11.885 0.94
C 17.887 7.940 13.118 -1.05
C 18.447 8.462 14.226 -1.26
C 18.720 9.882 14.280 -1.11
C 18.365 10.730 13.256 0.06
N 16.182 12.866 11.628 0.66
H 13.342 13.622 12.799 0.48
H 13.536 14.670 11.320 0.61
H 15.433 11.921 8.512 0.02
H 15.880 13.304 6.505 0.44
H 14.377 15.187 5.915 0.40
H 12.547 15.876 7.533 0.39
H 12.154 14.496 9.553 0.46
H 11.654 11.503 8.664 0.32
H 9.181 11.320 8.728 0.45
H 7.971 11.501 10.978 0.35
H 9.176 12.166 12.960 0.38
H 11.652 12.473 12.897 0.18
H 15.570 15.981 12.566 0.56
H 18.204 15.421 12.102 0.56
H 19.467 12.877 11.742 0.44
H 19.010 13.373 10.123 0.66
H 19.390 10.264 8.043 0.39
H 21.567 9.484 7.312 0.33
H 23.384 9.081 9.047 0.37
H 22.999 9.900 11.434 0.31
H 20.780 10.598 12.109 0.29
H 18.298 8.383 11.104 0.62
H 17.615 6.869 13.045 0.40
H 18.658 7.896 15.153 0.37
H 19.159 10.259 15.215 0.38
H 18.338 11.794 13.467 0.12
F 14.223 10.100 18.375 -0.28
C 14.060 9.980 17.044 0.43
C 15.001 10.566 16.186 0.00
F 16.127 11.182 16.684 -0.29
C 14.704 10.524 14.866 0.11
F 15.695 11.416 14.076 -0.51
C 13.656 9.854 14.267 0.61
S 13.476 9.527 12.462 -0.39
C 12.712 9.284 15.161 0.00
F 11.606 8.613 14.700 -0.32
C 12.944 9.314 16.523 0.22
F 12.090 8.727 17.415 -0.29
C 14.657 7.043 10.052 -1.75
C 15.728 7.125 11.157 2.14
C 16.958 6.402 10.501 -1.82
C 15.204 6.402 12.403 -1.67
C 16.172 8.624 11.368 -0.73
H 14.579 6.040 9.631 0.47
H 14.983 7.694 9.198 0.36
H 13.647 7.376 10.368 0.24
H 16.720 5.380 10.159 0.50
H 17.818 6.278 11.158 0.38
H 17.231 6.977 9.600 0.34
H 15.385 5.304 12.345 0.37
H 14.127 6.555 12.524 0.37
H 15.734 6.739 13.315 0.27
H 16.177 9.019 10.335 0.11
```